# C5H8N2

An isolated molecule of C5H8N2 at a distorted geometry (ωB97M-V/def2-TZVPD, OMol25).

Computed properties:
Molar mass in g/mol: 96.13
Energy in Ha: -304.6946
E_HOMO in eV: -8.93
E_LUMO in Eh: 0.0172
Total charge: 0
Gap between HOMO and LUMO in eV: 9.39

Each line ends with the Löwdin charge.
Positions of all 15 atoms, in Å:
C  1.35172  -0.54762  -0.84745  -0.102
C  0.75824  0.30591  0.24641  -0.226
C  -1.11378  1.96816  -0.12976  0.018
N  -1.53311  0.70462  -0.05444  -0.103
C  -0.65871  -0.16238  0.74085  -0.298
C  -0.92768  -1.60504  0.55299  -0.173
N  -1.11244  -2.73679  0.39313  0.168
H  0.64666  -0.61616  -1.68634  0.088
H  2.25644  -0.05744  -1.21529  0.082
H  1.58761  -1.55461  -0.50786  0.075
H  1.42894  0.49191  1.08816  0.119
H  0.58263  1.26600  -0.28406  0.063
H  -0.61496  2.19439  0.84345  0.020
H  -1.85141  0.28503  -0.92281  0.120
H  -0.81895  0.05452  1.80459  0.148